Density functional theory data (ωB97M-V/def2-TZVPD) for C6H7Cl2NS in the gas phase at a distorted geometry.

```
17
Properties=species:S:1:pos:R:3:forces:R:3:lowdin_charge:R:1
Cl 0.9018 -3.0699 1.4871 0.09 -0.29 0.20 0.6107
Cl -2.8769 -0.6125 1.6294 0.02 0.51 0.04 0.6292
S -0.7044 -1.0979 -0.2586 0.19 1.38 1.41 0.9210
N 2.0364 -2.6776 -1.9938 -0.13 0.66 1.09 0.1534
C -2.1530 -1.6859 0.5803 1.16 -0.86 -0.71 -0.7640
C -0.3007 0.7324 0.3138 0.75 -1.73 0.98 -0.5378
C 1.0163 -1.9154 0.2160 -1.87 0.52 0.75 -0.8842
C 1.5996 -2.3289 -0.9692 0.35 -1.54 -2.15 -0.4366
C -1.1702 1.7361 -0.3929 1.56 1.00 -0.60 -0.1301
C 1.1771 0.9374 -0.0293 0.31 -0.27 -2.13 -0.1483
H -2.0642 2.0755 0.0518 -1.00 0.00 0.90 0.0514
H -1.4001 1.5294 -1.4437 0.30 -0.37 0.19 0.0916
H 1.7362 -0.0009 0.0953 -0.06 0.76 0.22 0.0331
H -0.2982 0.7403 1.4914 -0.68 -0.18 -2.34 0.1462
H 1.4794 1.3986 -1.0362 -1.11 -0.86 1.05 0.1202
H 1.4691 1.6585 0.6626 1.02 1.16 1.34 0.0550
H -0.4484 2.5808 -0.4040 -0.92 0.12 -0.24 0.0890
```
Positions in Å, forces in eV/Å.

Computed properties:
HOMO energy (spin up / spin down) in eV: -8.198 / -8.194
SMILES: CC(C)/S(#CCl)=C(/Cl)C#N
Kohn-Sham gap (spin up / spin down) in Eh: 0.2203 / 0.2200
LUMO energy (spin up / spin down) in eV: -2.20 / -2.21

Density functional theory data (ωB97M-V/def2-TZVPD) for C6H7ClO in the gas phase at a distorted geometry.

```
15
Properties=species:S:1:pos:R:3:forces:R:3:lowdin_charge:R:1
Cl 1.2972 -1.4666 -0.5657 -0.92 -2.55 -1.38 0.7457
O -2.2452 -1.0305 0.3753 2.30 1.08 1.74 0.0459
C -0.5794 0.7424 0.5835 2.10 2.51 -0.78 -0.3016
C -1.2853 -0.5364 0.9744 -1.31 -0.18 -1.70 -0.2479
C -0.5844 1.1638 -0.9214 -1.13 -1.78 0.95 -0.1764
C -0.9891 2.3905 -1.1184 0.04 3.80 -0.12 -0.0359
C 0.9710 0.6923 0.9128 0.43 -0.01 -0.28 -0.1542
C 1.7542 -0.3670 0.5472 2.36 4.18 2.18 -0.6720
H -0.3845 0.4160 -1.7725 -0.21 1.35 1.65 0.1242
H 1.4853 1.6945 1.2110 -1.04 -2.22 0.09 0.1377
H -0.9386 1.7294 1.1425 0.25 -2.50 -0.82 0.1632
H 2.9016 -0.3477 0.7691 -2.33 -0.02 -0.41 0.1007
H -0.7171 -0.9477 1.8195 -0.69 -0.86 0.38 0.1176
H -0.9622 2.8629 -2.0943 -0.16 -0.33 -0.27 0.0446
H -1.1973 3.2548 -0.3293 0.32 -2.48 -1.23 0.1086
```
Positions in Å, forces in eV/Å.

Computed properties:
HOMO energy in eV: -9.233
SMILES: C=C[C@@H](C=O)/C=C\Cl
Kohn-Sham gap in Eh: 0.3634
LUMO energy in eV: 0.66

Density functional theory data (ωB97M-V/def2-TZVPD) for C6H7ClS in the gas phase at a distorted geometry.

```
15
Properties=species:S:1:pos:R:3:forces:R:3:lowdin_charge:R:1
Cl 2.1693 0.0419 -0.2932 0.56 0.04 -0.37 0.6226
S -1.7731 -0.2798 -0.6040 -1.98 -0.76 0.12 0.9637
C -0.3140 -1.3511 -0.3635 1.21 -0.79 0.46 -0.4675
C -0.1745 -0.0478 1.5660 -0.81 -1.38 -1.45 -0.0837
C -0.4826 0.6638 0.2187 1.19 1.25 0.27 -0.7660
C 0.4460 -0.0622 -0.7466 0.66 -0.54 -1.07 -0.7670
C -0.0682 -1.3186 1.1701 -0.82 -0.64 0.35 -0.1380
C -0.5177 2.1437 0.2061 -2.42 0.52 2.28 -0.0755
H -1.4665 2.4722 0.7742 1.38 -0.28 -0.76 0.1200
H -0.5596 2.5907 -0.7312 -0.26 0.45 -1.96 0.0562
H -0.2579 0.3399 2.5637 0.23 0.30 0.04 0.1105
H 0.3076 2.6096 0.6930 0.80 0.01 0.66 0.0739
H 0.3197 0.1817 -1.8391 0.31 0.03 1.33 0.1118
H -0.1783 -2.3458 -0.8632 -0.27 1.20 0.23 0.1283
H -0.0066 -2.2494 1.7453 0.21 0.59 -0.11 0.1107
```
Positions in Å, forces in eV/Å.

Computed properties:
HOMO energy in eV: -8.790
Kohn-Sham gap in Eh: 0.3467
LUMO energy in eV: 0.65

Density functional theory data (ωB97M-V/def2-TZVPD) for C6H7ClS in the gas phase at a distorted geometry.

```
15
Properties=species:S:1:pos:R:3:forces:R:3:lowdin_charge:R:1
Cl 3.4418 -0.7820 -0.1387 0.00 -0.01 -0.01 0.6651
S -1.6496 -1.3197 -0.8716 0.00 -0.04 0.10 0.7906
C -0.5162 -0.1471 -0.0336 0.48 -0.11 0.14 -0.8274
C 0.7579 -0.8458 0.4220 0.10 0.67 -0.81 -0.1118
C -1.2011 0.5891 1.1108 -0.24 -0.46 0.69 -0.0959
C 1.7848 -0.3360 -0.2791 -0.40 -0.19 0.27 -0.6972
C 1.3248 0.6854 -1.2289 -0.73 0.24 0.11 -0.0733
C -0.0109 0.8060 -1.0938 0.93 -0.50 0.06 -0.1095
H -2.0882 1.1157 0.7721 -0.05 0.07 -0.10 0.0768
H 1.9601 1.2639 -1.8938 -0.07 -0.23 0.16 0.1095
H -1.9202 -2.0515 0.2253 0.02 0.06 -0.11 -0.1273
H -0.6542 1.4622 -1.6425 -0.24 0.24 -0.15 0.1103
H -0.5132 1.2915 1.5763 0.11 0.15 -0.07 0.0894
H -1.5125 -0.1150 1.9090 0.12 0.25 -0.48 0.0864
H 0.7968 -1.6165 1.1664 -0.02 -0.15 0.18 0.1144
```
Positions in Å, forces in eV/Å.

Computed properties:
HOMO energy in eV: -8.746
SMILES: C[C@@]1(S)C=CC(Cl)=C1
Kohn-Sham gap in Eh: 0.3398
LUMO energy in eV: 0.50

Density functional theory data (ωB97M-V/def2-TZVPD) for a molecular structure, C6H7CuLiO4 at a distorted geometry.

```
19
Properties=species:S:1:pos:R:3:forces:R:3:lowdin_charge:R:1
Cu -3.9723 0.8311 -1.4565 0.57 -0.02 0.13 0.7274
O 2.6928 -1.4250 0.9680 -0.64 1.15 0.13 0.1310
O 3.7702 0.2976 0.1235 0.88 0.51 -0.46 0.1234
O -2.1298 0.7323 -0.9506 -0.96 -0.93 -0.40 -0.4466
O -1.2491 -2.4274 0.3894 0.79 -0.06 -0.64 -0.0961
C 2.6744 -0.2620 0.6233 -0.09 -1.85 0.05 -0.5414
C -1.4984 1.9121 -0.6123 0.59 1.81 0.37 -0.3732
C 0.3870 1.0810 0.7940 1.57 -0.29 -0.42 -0.0052
C 1.4942 0.5812 0.6871 -1.78 0.06 0.29 0.1093
C -0.8495 1.8565 0.7921 -0.26 -0.15 0.22 -0.1650
C -0.3491 -2.8102 1.1183 -1.37 0.28 1.50 -0.0387
Li -1.2944 -0.8323 -0.6823 0.01 -0.16 0.22 0.7111
H 3.6870 0.4844 -0.8220 -0.02 0.32 0.15 0.1390
H -0.7030 2.1819 -1.3370 -0.35 -0.19 0.16 0.1300
H -0.1858 -3.8851 1.3092 0.30 0.21 -0.48 0.1139
H -1.5548 1.3849 1.4933 0.05 0.27 -0.14 0.1285
H -2.1882 2.7817 -0.5854 0.21 -0.42 -0.07 0.1166
H 0.0974 -2.0826 1.8208 0.56 -0.27 -0.49 0.0981
H -0.6362 2.8732 1.1553 -0.04 -0.27 -0.13 0.1378
```
Positions in Å, forces in eV/Å.

Computed properties:
HOMO energy in eV: -13.369
Kohn-Sham gap in Eh: 0.3082
Charge: +1
LUMO energy in eV: -4.98

Density functional theory data (ωB97M-V/def2-TZVPD) for a molecular structure, C6H7FeO6 at a distorted geometry.

```
20
Properties=species:S:1:pos:R:3:forces:R:3:lowdin_spin:R:1
Fe 0.9354 0.6596 2.4819 -0.47 -0.14 -0.10 3.7235
O -1.8150 -0.5590 -0.0566 0.55 -0.34 0.23 0.0054
O -0.3077 1.1036 0.0752 0.57 -0.31 0.76 0.0166
O 3.9248 0.4085 0.4353 -1.43 0.13 0.36 0.0081
O 2.3096 -0.3418 -0.9247 -0.05 0.11 -0.34 0.0033
O -0.5278 -0.3450 1.8770 -1.28 2.35 2.95 0.1429
O 1.9893 -0.4507 1.2285 -2.59 -0.89 1.23 0.0557
C -0.6260 -0.1880 0.5186 0.86 -1.02 0.32 0.0149
C -2.5341 0.6468 -0.3241 -0.38 0.39 -0.03 0.0011
C 1.2744 -1.3254 -0.8632 0.68 -0.01 0.39 0.0011
C 0.4914 -1.1905 0.4345 1.58 -0.36 -4.32 0.0173
C -1.4139 1.6160 -0.6747 -0.38 0.40 -0.40 0.0013
C 2.8271 -0.0421 0.2680 1.78 -0.41 -1.52 0.0061
H 0.6319 -1.1492 -1.7320 0.03 -0.33 0.19 0.0005
H -1.1634 1.5872 -1.7442 -0.03 0.09 0.32 0.0003
H -1.6060 2.6417 -0.3425 0.02 -0.25 -0.22 0.0001
H 1.7547 -2.3112 -0.8454 -0.16 0.15 -0.54 0.0002
H 0.1687 -2.1839 0.7630 0.40 0.55 0.73 0.0010
H -3.0849 0.9624 0.5739 0.12 -0.13 -0.24 0.0002
H -3.2288 0.4609 -1.1486 0.18 0.02 0.24 0.0003
```
Positions in Å, forces in eV/Å.

Computed properties:
HOMO energy (spin up / spin down) in eV: -14.406 / -14.372
Expectation value of S²: 6.007
Kohn-Sham gap (spin up / spin down) in Eh: 0.3075 / 0.2990
Spin multiplicity: 5
Charge: +1
LUMO energy (spin up / spin down) in eV: -6.04 / -6.24